1.
The following is a DFT calculation (wB97M-V/def2-TZVPD) of the molecule C12H16Se in a non-equilibrium geometry.

CARTESIAN COORDINATES (ANGSTROEM)
C: 0.457 -2.478 0.096
C: 1.266 -1.508 -0.231
C: 1.116 -0.671 -1.525
C: 0.762 0.770 -1.216
C: 0.401 1.461 -2.530
C: -0.894 1.296 -2.958
C: -1.952 0.703 -2.214
C: -1.716 0.468 -0.922
C: -0.407 0.737 -0.267
C: -0.302 0.717 1.084
C: 0.967 1.015 1.810
Se: -1.780 0.482 2.313
C: -0.932 -0.668 3.511
H: 0.442 -3.071 0.968
H: -0.352 -3.003 -0.508
H: 2.087 -1.031 0.446
H: 2.055 -0.644 -1.955
H: 0.429 -1.004 -2.189
H: 1.711 1.330 -0.894
H: 1.217 2.007 -3.009
H: -1.089 1.869 -3.834
H: -2.840 0.554 -2.752
H: -2.430 0.248 -0.184
H: 1.500 0.138 2.265
H: 1.683 1.171 1.019
H: 0.783 1.727 2.552
H: -1.571 -1.138 4.259
H: -0.413 -1.417 2.830
H: -0.195 -0.061 4.032

E_HOMO: -7.6 eV
HOMO-LUMO gap: 8.003 eV
lowest unoccupied orbital energy: 0.36 eV

In the Mulliken picture, each atom carries the following charge in e:
1. C -0.95
2. C 0.09
3. C -1.11
4. C 0.29
5. C -0.92
6. C -0.34
7. C -0.87
8. C -0.81
9. C 0.69
10. C 0.30
11. C -1.70
12. Se 0.12
13. C -0.73
14. H 0.37
15. H 0.20
16. H 0.27
17. H 0.44
18. H 0.63
19. H 0.39
20. H 0.37
21. H 0.41
22. H 0.53
23. H 0.40
24. H 0.29
25. H 0.32
26. H 0.62
27. H 0.38
28. H 0.07
29. H 0.25

2.
The following is a DFT calculation (wB97M-V/def2-TZVPD) of C12H17BCdN6O as an isolated structure in a non-equilibrium geometry.

CARTESIAN COORDINATES (ANGSTROEM)
H: -0.432 2.937 2.110
N: 0.008 1.652 0.483
B: 0.500 0.689 -1.840
N: 0.463 1.869 -0.811
C: 0.713 3.180 -0.969
Cd: -1.004 -0.351 1.019
H: 1.091 3.548 -1.914
C: 0.389 3.832 0.219
H: 0.450 4.884 0.427
C: -0.059 2.836 1.098
H: 0.908 1.063 -2.902
C: -1.546 -2.175 1.480
H: -1.760 -2.128 2.583
H: -0.605 -2.773 1.364
H: -2.256 -2.791 0.899
N: -0.946 0.107 -1.967
N: 1.423 -0.427 -1.249
N: -1.623 -0.368 -0.823
N: 1.058 -1.111 -0.109
C: -1.733 0.013 -3.061
C: 2.601 -0.903 -1.705
H: -1.362 0.380 -4.012
H: 3.056 -0.467 -2.590
C: -2.955 -0.575 -2.678
C: 3.001 -1.939 -0.865
C: -2.832 -0.816 -1.290
C: 1.993 -2.048 0.112
H: -3.807 -0.790 -3.300
H: 3.898 -2.531 -0.946
H: -3.544 -1.279 -0.618
H: 1.929 -2.751 0.937
H: -2.572 -0.356 1.520
C: 1.323 -0.331 3.200
C: -0.020 0.250 2.929
O: -0.679 1.070 3.507
H: 1.906 -0.328 2.253
H: 1.199 -1.379 3.556
H: 1.824 0.307 3.954

E_HOMO (spin up / spin down): -7.3 / -6.9 eV
HOMO-LUMO gap (spin up / spin down): 7.144 / 6.275 eV
lowest unoccupied orbital energy (spin up / spin down): -0.17 / -0.58 eV

In the Mulliken picture, each atom carries the following charge in e:
1. H 0.48
2. N -0.16
3. B 0.10
4. N 0.07
5. C -0.10
6. Cd 0.18
7. H 0.44
8. C -1.06
9. H 0.39
10. C -0.23
11. H -0.12
12. C -1.15
13. H 0.31
14. H 0.18
15. H 0.40
16. N 0.21
17. N 0.06
18. N 0.06
19. N 0.06
20. C -0.05
21. C -0.12
22. H 0.44
23. H 0.43
24. C -1.06
25. C -1.13
26. C -0.05
27. C -0.23
28. H 0.39
29. H 0.39
30. H 0.44
31. H 0.41
32. H -0.11
33. C -1.06
34. C 0.79
35. O -0.50
36. H 0.24
37. H 0.27
38. H 0.39

3.
The following is a DFT calculation (wB97M-V/def2-TZVPD) of C12H17BCuN6O as an isolated structure in a non-equilibrium geometry.

CARTESIAN COORDINATES (ANGSTROEM)
C: 2.983 -0.890 0.918
N: 1.660 -0.632 0.716
N: 1.554 0.066 -0.473
C: 2.810 0.298 -0.948
C: 3.729 -0.290 -0.099
B: 0.268 0.282 -1.393
N: -0.712 -0.953 -1.163
N: -0.679 -1.836 -0.086
C: -1.373 -2.938 -0.427
C: -1.862 -2.790 -1.735
C: -1.446 -1.531 -2.159
Cu: 0.094 -1.615 1.743
N: -0.351 1.753 -1.506
N: -0.970 2.423 -0.465
C: -1.463 3.568 -0.963
C: -1.124 3.692 -2.336
C: -0.385 2.547 -2.627
H: -2.041 4.272 -0.380
H: 0.141 2.279 -3.540
H: -1.383 4.508 -2.987
H: 0.672 0.108 -2.534
H: -1.606 -1.016 -3.099
H: 2.962 0.825 -1.882
H: -2.397 -3.532 -2.297
H: 4.799 -0.315 -0.219
H: -1.491 -3.783 0.252
H: 3.344 -1.462 1.751
H: -1.760 -1.102 1.948
C: -1.653 -1.881 2.715
H: -2.359 -2.672 2.447
H: -0.645 -2.378 2.870
H: -1.972 -1.427 3.659
C: 0.167 1.373 2.171
C: 0.854 0.078 2.481
O: 1.692 -0.129 3.334
H: -0.095 1.445 1.099
H: 0.817 2.235 2.460
H: -0.781 1.419 2.751

E_HOMO (spin up / spin down): -15.5 / -15.4 eV
total charge: +2
HOMO-LUMO gap (spin up / spin down): 7.151 / 4.712 eV
2S+1: 2
lowest unoccupied orbital energy (spin up / spin down): -8.30 / -10.74 eV

In the Mulliken picture, each atom carries the following charge in e:
1. C -0.41
2. N 0.18
3. N -0.03
4. C 0.08
5. C -1.14
6. B -0.31
7. N 0.12
8. N -0.14
9. C -0.13
10. C -1.14
11. C 0.01
12. Cu -0.74
13. N 0.71
14. N -0.66
15. C -0.24
16. C -0.58
17. C 0.03
18. H 0.49
19. H 0.47
20. H 0.44
21. H -0.06
22. H 0.45
23. H 0.47
24. H 0.43
25. H 0.45
26. H 0.48
27. H 0.49
28. H 0.03
29. C -0.58
30. H 0.41
31. H 0.61
32. H 0.39
33. C -0.27
34. C 1.49
35. O -0.41
36. H -0.08
37. H 0.39
38. H 0.32

4.
The following is a DFT calculation (wB97M-V/def2-TZVPD) of the molecule C12H17BrN4O4S in a non-equilibrium geometry.

CARTESIAN COORDINATES (ANGSTROEM)
C: 5.017 -1.678 -0.465
C: 3.749 -2.328 0.057
O: 2.646 -1.822 -0.698
C: 1.448 -2.363 -0.398
O: 1.280 -3.186 0.469
N: 0.461 -1.913 -1.218
C: 0.601 -0.773 -2.095
C: -0.084 0.443 -1.464
N: -1.460 0.105 -1.181
S: -2.495 1.385 -0.949
O: -3.819 0.836 -0.824
O: -2.233 2.333 -1.985
C: -2.016 2.104 0.620
C: -1.001 3.034 0.618
C: -0.575 3.550 1.835
Br: 0.826 4.822 1.904
C: -1.192 3.112 2.999
N: -2.174 2.238 2.998
C: -2.604 1.719 1.842
N: -3.582 0.798 1.901
C: -1.607 -1.022 -0.287
C: -0.913 -2.238 -0.909
H: 5.154 -1.914 -1.516
H: 4.958 -0.599 -0.354
H: 5.871 -2.047 0.096
H: 3.784 -3.418 -0.053
H: 3.590 -2.099 1.116
H: 1.657 -0.574 -2.266
H: 0.110 -1.009 -3.044
H: -0.093 1.287 -2.153
H: 0.451 0.724 -0.542
H: -0.577 3.353 -0.322
H: -0.892 3.486 3.968
H: -4.053 0.691 2.784
H: -4.060 0.573 1.037
H: -2.674 -1.206 -0.167
H: -1.159 -0.810 0.696
H: -0.916 -3.077 -0.212
H: -1.423 -2.517 -1.835

E_HOMO: -8.7 eV
HOMO-LUMO gap: 8.948 eV
lowest unoccupied orbital energy: 0.26 eV

In the Mulliken picture, each atom carries the following charge in e:
1. C -1.23
2. C -0.22
3. O -0.32
4. C 0.78
5. O -0.64
6. N 0.15
7. C -1.10
8. C -0.37
9. N 0.06
10. S 1.19
11. O -0.81
12. O -0.71
13. C 0.03
14. C -0.31
15. C -0.30
16. Br -0.19
17. C -0.09
18. N -0.66
19. C 0.29
20. N -0.31
21. C -0.22
22. C -1.31
23. H 0.31
24. H 0.31
25. H 0.40
26. H 0.30
27. H 0.31
28. H 0.47
29. H 0.32
30. H 0.47
31. H 0.33
32. H 0.62
33. H 0.41
34. H 0.26
35. H 0.26
36. H 0.42
37. H 0.29
38. H 0.47
39. H 0.34

5.
The following is a DFT calculation (wB97M-V/def2-TZVPD) of C12H17BrN4OW as an isolated structure in a non-equilibrium geometry.

CARTESIAN COORDINATES (ANGSTROEM)
W: -0.469 -0.062 0.849
O: -2.983 4.262 -1.660
C: -2.066 3.463 -1.150
C: -0.673 3.723 -1.239
C: 0.227 2.847 -0.703
N: -0.257 1.754 -0.080
C: -1.564 1.505 0.016
Br: -2.051 -1.130 2.329
C: -2.530 2.311 -0.508
H: -2.615 5.047 -2.092
H: -0.311 4.613 -1.739
H: 1.295 2.994 -0.758
H: -3.588 2.103 -0.441
N: 3.014 0.143 3.181
C: 2.192 0.932 3.974
C: 1.004 0.983 3.346
N: 1.107 0.218 2.175
C: 2.353 -0.268 2.117
H: 3.976 -0.094 3.386
H: 2.521 1.368 4.903
H: 0.097 1.479 3.642
H: 2.749 -0.894 1.336
C: 1.146 -2.344 -2.173
C: -0.051 -2.390 -1.227
C: -0.139 -3.732 -0.506
C: -1.345 -2.108 -1.990
N: 0.113 -1.343 -0.193
H: 1.022 -3.116 -2.931
H: 2.077 -2.533 -1.637
H: 1.217 -1.377 -2.674
H: -0.277 -4.516 -1.250
H: -0.984 -3.751 0.184
H: 0.777 -3.938 0.050
H: -1.539 -2.924 -2.683
H: -1.261 -1.181 -2.556
H: -2.185 -2.044 -1.299

E_HOMO: -16.5 eV
total charge: +2
HOMO-LUMO gap: 7.835 eV
lowest unoccupied orbital energy: -8.63 eV

In the Mulliken picture, each atom carries the following charge in e:
1. W 0.89
2. O -0.44
3. C 1.04
4. C -0.50
5. C -0.46
6. N -0.26
7. C 0.28
8. Br -0.13
9. C -0.88
10. H 0.34
11. H 0.38
12. H 0.49
13. H 0.51
14. N -0.02
15. C -0.45
16. C -0.31
17. N -0.17
18. C -0.12
19. H 0.25
20. H 0.41
21. H 0.44
22. H 0.49
23. C -1.55
24. C 1.33
25. C -1.48
26. C -1.63
27. N -0.09
28. H 0.42
29. H 0.39
30. H 0.39
31. H 0.43
32. H 0.37
33. H 0.39
34. H 0.46
35. H 0.40
36. H 0.40

6.
The following is a DFT calculation (wB97M-V/def2-TZVPD) of C12H17BrN4OW as an isolated structure in a non-equilibrium geometry.

CARTESIAN COORDINATES (ANGSTROEM)
W: -0.443 -0.487 0.690
O: 5.130 -1.612 3.066
C: 4.036 -1.344 2.399
C: 3.968 -1.113 1.016
C: 2.758 -0.839 0.432
N: 1.611 -0.771 1.138
C: 1.708 -0.995 2.458
Br: -0.038 -0.820 3.288
C: 2.838 -1.282 3.145
H: 5.932 -1.646 2.527
H: 4.860 -1.147 0.405
H: 2.678 -0.663 -0.631
H: 2.857 -1.450 4.213
N: -4.454 -1.752 0.370
C: -4.756 -0.432 0.588
C: -3.572 0.191 0.816
N: -2.556 -0.747 0.740
C: -3.135 -1.916 0.465
H: -5.124 -2.481 0.177
H: -5.761 -0.050 0.560
H: -3.382 1.226 1.039
H: -2.628 -2.857 0.329
C: -1.264 1.128 -2.938
C: -0.212 1.336 -1.840
C: -0.458 2.668 -1.079
C: 1.203 1.333 -2.435
N: -0.330 0.300 -0.867
H: -1.057 1.788 -3.778
H: -2.262 1.345 -2.558
H: -1.235 0.098 -3.291
H: -0.404 3.512 -1.767
H: 0.300 2.799 -0.305
H: -1.447 2.655 -0.619
H: 1.292 2.138 -3.163
H: 1.406 0.388 -2.939
H: 1.942 1.500 -1.650

E_HOMO (spin up / spin down): -15.4 / -16.1 eV
total charge: +2
HOMO-LUMO gap (spin up / spin down): 8.306 / 8.274 eV
2S+1: 3
lowest unoccupied orbital energy (spin up / spin down): -7.08 / -7.81 eV

In the Mulliken picture, each atom carries the following charge in e:
1. W 0.68
2. O -0.45
3. C 0.99
4. C -0.64
5. C -0.37
6. N -0.36
7. C 0.48
8. Br -0.13
9. C -0.44
10. H 0.35
11. H 0.36
12. H 0.52
13. H 0.48
14. N -0.02
15. C -0.38
16. C -0.34
17. N -0.03
18. C -0.23
19. H 0.23
20. H 0.41
21. H 0.45
22. H 0.39
23. C -1.52
24. C 1.59
25. C -1.54
26. C -1.64
27. N -0.40
28. H 0.40
29. H 0.37
30. H 0.40
31. H 0.42
32. H 0.39
33. H 0.36
34. H 0.45
35. H 0.40
36. H 0.36

7.
The following is a DFT calculation (wB97M-V/def2-TZVPD) of C12H17ClFeINOP as an isolated structure in a non-equilibrium geometry.

CARTESIAN COORDINATES (ANGSTROEM)
C: 1.207 -1.521 -0.142
I: 1.365 1.731 0.083
H: -0.051 -1.083 -0.154
H: 1.353 -2.189 0.787
H: 1.516 -2.023 -1.128
Fe: -1.315 -0.030 -0.044
P: -0.312 0.372 -2.120
C: 1.239 0.792 -2.993
C: -0.861 -1.080 -3.108
H: -2.407 1.617 -2.136
H: -1.635 1.670 -3.757
H: -1.023 2.673 -2.402
C: -1.455 1.706 -2.672
H: -1.787 -1.500 -2.704
H: -1.000 -0.811 -4.164
H: 1.060 0.843 -4.080
H: 2.002 0.034 -2.779
H: -0.098 -1.860 -3.034
H: 1.610 1.758 -2.628
C: 2.013 -0.273 0.029
O: 3.246 -0.181 0.216
Cl: -3.358 -0.389 -0.234
N: -0.419 -0.015 1.795
C: -0.204 -0.002 2.955
C: -0.150 -0.075 4.382
C: -1.311 0.022 5.185
C: -1.223 0.058 6.575
C: 0.024 -0.059 7.196
C: 1.177 -0.246 6.425
C: 1.086 -0.273 5.027
H: -2.287 0.132 4.724
H: -2.109 0.231 7.187
H: 0.117 0.026 8.284
H: 2.157 -0.304 6.927
H: 2.001 -0.399 4.450

E_HOMO (spin up / spin down): -15.5 / -15.5 eV
total charge: +2
HOMO-LUMO gap (spin up / spin down): 8.494 / 5.167 eV
2S+1: 6
lowest unoccupied orbital energy (spin up / spin down): -6.99 / -10.31 eV

In the Mulliken picture, each atom carries the following charge in e:
1. C 0.09
2. I 0.27
3. H 0.32
4. H 0.36
5. H 0.32
6. Fe -0.35
7. P 0.73
8. C -1.16
9. C -1.20
10. H 0.44
11. H 0.41
12. H 0.34
13. C -1.08
14. H 0.39
15. H 0.45
16. H 0.45
17. H 0.36
18. H 0.33
19. H 0.46
20. C 0.41
21. O -0.45
22. Cl -0.31
23. N -0.02
24. C -0.06
25. C 0.69
26. C -0.32
27. C -0.62
28. C -0.29
29. C -0.61
30. C -0.36
31. H 0.43
32. H 0.39
33. H 0.40
34. H 0.38
35. H 0.42